ORCA calculation (ωB97M-V/def2-TZVPD) on a molecular structure, C2H2O4 at a distorted geometry.

Geometry (Å):
O -0.05256 0.62158 -0.62971
O -1.26486 -1.11349 0.79847
O -0.29365 -0.30337 0.82446
O -2.52753 -0.78720 1.46185
C 1.16660 0.52650 -0.91869
C 2.37517 0.50662 -1.12602
H -2.77220 0.01372 0.94305
H 3.36903 0.53564 -1.35342

Values from the calculation:
Calculated total energy in eV: -10285.4958
Gap between HOMO and LUMO in Ha: 0.2821
HOMO level in eV: -9.7
Lowest unoccupied orbital energy in eV: -2.015
Energy relative to the best compared isomer or geometry (same formula, charge and spin) in kJ/mol: 1126.9